[1]
C51H105F6N14O13S6 | the ωB97M-V functional and the def2-TZVPD basis

XYZ file:
```
195
Properties=species:S:1:pos:R:3
C 1.68 -0.41 1.46
C 1.41 -0.10 -0.08
C -0.11 -0.17 -0.12
O 1.98 1.10 -0.46
H 2.73 -0.16 1.61
H 1.76 -1.50 1.55
H 1.04 0.03 2.21
H 1.84 -0.91 -0.67
H -0.62 0.45 0.61
H -0.63 -1.12 -0.22
H -0.50 0.36 -0.99
C 1.28 -2.98 -5.38
C 2.68 -2.89 -4.71
N 2.62 -3.50 -3.35
C 1.80 -3.06 -2.35
C 2.03 -3.83 -1.18
N 3.04 -4.72 -1.57
C 3.36 -4.59 -2.86
C 3.74 -5.64 -0.66
H 0.51 -2.52 -4.76
H 1.04 -4.03 -5.60
H 1.18 -2.53 -6.37
H 3.08 -1.89 -4.54
H 3.43 -3.45 -5.27
H 1.11 -2.25 -2.53
H 1.69 -3.75 -0.16
H 4.06 -5.19 -3.43
H 4.53 -5.16 -0.08
H 4.08 -6.48 -1.26
H 3.01 -6.00 0.07
C 6.83 -1.46 -0.12
C 5.34 -1.37 -0.61
N 5.36 -0.91 -1.97
C 6.09 -1.46 -3.06
C 5.76 -0.69 -4.16
N 4.93 0.32 -3.80
C 4.76 0.29 -2.44
C 4.45 1.41 -4.60
H 7.26 -0.46 -0.02
H 7.45 -2.00 -0.83
H 6.89 -1.95 0.85
H 4.88 -0.55 -0.05
H 4.70 -2.24 -0.49
H 6.75 -2.30 -2.87
H 6.12 -0.59 -5.17
H 4.22 1.02 -1.85
H 4.44 2.30 -3.96
H 3.42 1.23 -4.89
H 5.13 1.49 -5.45
C 0.59 0.98 -3.52
C 0.45 1.98 -4.71
N 0.39 1.36 -6.00
C -0.07 0.08 -6.40
C 0.16 -0.04 -7.73
N 0.65 1.21 -8.23
C 0.83 2.03 -7.11
C 0.99 1.57 -9.59
H 0.60 1.64 -2.65
H 1.56 0.47 -3.49
H -0.20 0.26 -3.29
H 1.24 2.72 -4.71
H -0.52 2.45 -4.53
H -0.48 -0.62 -5.68
H -0.03 -0.83 -8.43
H 1.11 3.07 -7.17
H 1.72 2.37 -9.72
H 0.05 1.99 -9.93
H 1.35 0.71 -10.17
C -1.74 7.60 2.40
C -0.94 6.60 3.12
N -0.17 5.65 2.25
C 0.24 4.29 2.68
C 0.92 3.72 1.60
N 1.10 4.73 0.64
C 0.39 5.87 0.97
C 1.83 4.52 -0.63
H -2.42 8.07 3.11
H -2.19 7.33 1.45
H -1.14 8.47 2.15
H -1.70 6.05 3.68
H -0.21 7.07 3.78
H -0.13 3.87 3.61
H 1.22 2.72 1.35
H 0.40 6.77 0.36
H 1.22 3.88 -1.27
H 2.77 3.99 -0.49
H 1.96 5.46 -1.17
C 4.95 -2.20 7.73
C 4.15 -0.89 7.46
C 3.10 -0.89 6.28
N 1.97 0.12 6.46
C 0.86 -0.31 7.45
C 2.52 1.53 6.72
C 1.84 2.32 5.59
C 1.83 1.39 4.48
C 1.27 0.14 5.11
H 5.95 -2.09 8.16
H 5.21 -2.75 6.82
H 4.47 -2.87 8.44
H 4.85 -0.10 7.20
H 3.65 -0.53 8.37
H 2.63 -1.87 6.22
H 3.67 -0.75 5.36
H 0.39 -1.23 7.12
H 0.12 0.46 7.66
H 1.42 -0.62 8.33
H 2.34 1.88 7.73
H 3.60 1.43 6.57
H 0.84 2.60 5.92
H 2.39 3.26 5.50
H 1.15 1.79 3.73
H 2.76 1.32 3.93
H 0.21 0.36 5.25
H 1.45 -0.85 4.69
C -8.21 4.88 -2.67
C -7.10 3.84 -2.66
C -6.37 3.58 -1.31
N -5.40 2.42 -1.35
C -6.12 1.12 -1.65
C -4.57 2.36 -0.05
C -3.19 1.70 -0.45
C -2.93 2.05 -1.94
C -4.27 2.63 -2.41
H -8.09 5.68 -1.93
H -9.21 4.51 -2.47
H -8.40 5.41 -3.60
H -6.35 4.06 -3.43
H -7.50 2.93 -3.10
H -7.09 3.33 -0.53
H -5.81 4.44 -0.96
H -6.90 1.02 -0.90
H -5.50 0.24 -1.43
H -6.66 1.02 -2.59
H -5.09 1.68 0.64
H -4.49 3.34 0.42
H -3.30 0.65 -0.19
H -2.43 2.14 0.19
H -2.70 1.10 -2.44
H -2.07 2.70 -2.08
H -4.64 2.23 -3.36
H -4.19 3.69 -2.65
C -1.53 -2.64 2.06
C -3.03 -2.30 1.68
C -3.98 -3.52 1.72
N -5.43 -3.17 1.89
C -5.86 -2.34 0.69
C -5.83 -2.40 3.24
C -7.29 -2.73 3.35
C -7.50 -4.24 2.88
C -6.28 -4.45 1.95
H -1.22 -3.29 1.24
H -1.31 -3.07 3.04
H -0.83 -1.81 2.00
H -2.94 -1.96 0.65
H -3.32 -1.40 2.21
H -3.64 -4.13 2.56
H -3.90 -4.06 0.77
H -6.94 -2.19 0.67
H -5.58 -2.76 -0.27
H -5.42 -1.35 0.83
H -5.57 -1.34 3.21
H -5.38 -3.01 4.03
H -7.92 -2.00 2.84
H -7.51 -2.65 4.42
H -8.52 -4.41 2.53
H -7.40 -4.86 3.77
H -6.60 -4.84 0.98
H -5.59 -5.22 2.28
N 1.08 -5.08 1.88
S 0.41 -6.08 2.74
O -0.23 -5.62 3.98
O 0.94 -7.45 2.73
F -1.03 -6.30 1.95
S 2.10 -4.47 3.08
O 3.03 -5.35 3.76
O 1.69 -3.31 3.85
F 3.05 -3.80 1.87
N 6.17 3.32 2.19
S 5.22 2.45 1.41
O 4.99 1.15 2.05
O 5.14 2.66 -0.05
F 3.94 3.20 1.85
S 7.53 2.91 1.30
O 7.92 3.63 0.10
O 7.82 1.50 1.45
F 8.55 3.51 2.42
N -2.21 -1.34 -4.09
S -3.71 -1.10 -4.74
O -4.18 0.29 -4.53
O -4.73 -2.11 -4.91
F -3.17 -1.15 -6.21
S -2.71 -2.27 -3.05
O -2.77 -3.70 -3.36
O -3.59 -1.61 -2.08
F -1.40 -2.29 -2.15
```

Values from the calculation:
LUMO level   -5.9 eV
HOMO-LUMO gap   5.90 eV
E_HOMO   -11.83 eV
Charge   +3
Energy   -183351.2655 eV

These are the Mulliken partial charges, in e, on atoms 1 to 5: atom 1 (C): -0.98, atom 2 (C): 2.03, atom 3 (C): -0.11, atom 4 (O): -0.59, atom 5 (H): 0.14

---

[2]
C51H112N6O7 | the ωB97M-V functional and the def2-TZVPD basis

XYZ file:
```
176
Properties=species:S:1:pos:R:3
C -3.80 -10.62 4.60
C -2.91 -9.62 5.36
C -2.97 -9.93 6.81
C -1.47 -9.94 4.89
C -0.41 -8.93 5.32
C -0.93 -7.56 4.80
C -2.42 -7.12 5.25
C -2.44 -6.72 6.71
C -2.75 -5.95 4.26
N -3.32 -8.25 4.99
O -4.62 -8.00 5.39
H -3.52 -11.62 4.91
H -4.82 -10.38 4.93
H -3.80 -10.53 3.51
H -4.00 -9.92 7.20
H -2.72 -10.95 7.08
H -2.38 -9.23 7.41
H -1.11 -10.94 5.09
H -1.57 -9.88 3.80
H -0.29 -9.02 6.40
H 0.57 -9.08 4.88
H -0.83 -7.50 3.72
H -0.30 -6.77 5.20
H -1.65 -7.19 7.28
H -3.35 -6.96 7.26
H -2.30 -5.64 6.79
H -3.78 -5.59 4.33
H -2.67 -6.28 3.22
H -1.97 -5.20 4.42
H -5.13 -8.10 4.57
C -6.44 -0.39 -1.23
C -5.87 1.06 -1.68
C -5.15 1.74 -0.45
C -4.79 0.72 -2.80
C -4.28 1.92 -3.64
C -5.49 2.59 -4.20
C -6.60 3.08 -3.20
C -6.05 4.34 -2.46
C -7.84 3.39 -4.08
N -6.93 1.87 -2.36
O -8.05 2.06 -1.65
H -6.64 -1.10 -2.03
H -5.75 -0.87 -0.55
H -7.41 -0.26 -0.75
H -5.01 0.92 0.26
H -4.19 2.17 -0.71
H -5.70 2.48 0.13
H -3.91 0.36 -2.27
H -5.08 -0.20 -3.31
H -3.85 2.62 -2.93
H -3.45 1.73 -4.31
H -6.00 1.92 -4.89
H -5.04 3.42 -4.73
H -5.67 5.10 -3.14
H -5.14 4.18 -1.88
H -6.77 4.75 -1.74
H -7.69 4.05 -4.93
H -8.58 3.81 -3.41
H -8.33 2.49 -4.46
H -8.58 1.29 -1.89
C 2.63 3.98 9.33
C 1.25 3.61 8.78
C 0.13 3.80 9.83
C 0.97 4.44 7.47
C -0.07 3.83 6.45
C 0.18 2.30 6.19
C 0.41 1.48 7.46
C -0.96 1.14 8.12
C 1.06 0.10 6.99
N 1.35 2.18 8.41
O 1.69 1.33 9.49
H 2.87 3.35 10.19
H 3.34 3.94 8.50
H 2.70 5.01 9.68
H 0.16 3.21 10.74
H 0.13 4.82 10.20
H -0.91 3.79 9.51
H 0.71 5.47 7.72
H 1.93 4.45 6.95
H -1.09 3.93 6.84
H -0.04 4.35 5.49
H 1.12 2.29 5.63
H -0.62 1.90 5.57
H -1.64 0.59 7.47
H -1.44 2.11 8.28
H -0.73 0.54 9.00
H 2.07 0.32 6.63
H 0.50 -0.38 6.18
H 1.20 -0.55 7.85
H 2.65 1.45 9.51
C 3.45 -0.12 -8.23
C 2.81 -1.46 -7.86
C 3.86 -2.38 -7.17
C 1.71 -1.11 -6.75
C 0.66 -2.21 -6.63
C 0.08 -2.60 -8.02
C 1.14 -3.02 -9.10
C 1.62 -4.44 -8.75
C 0.43 -2.97 -10.48
N 2.24 -2.06 -9.11
O 3.23 -2.28 -10.13
H 2.77 0.66 -8.57
H 4.30 -0.29 -8.88
H 3.99 0.24 -7.35
H 4.76 -2.50 -7.77
H 3.44 -3.37 -6.97
H 4.11 -2.14 -6.13
H 2.14 -0.88 -5.78
H 1.24 -0.17 -7.04
H -0.10 -1.98 -5.88
H 1.24 -3.03 -6.20
H -0.71 -2.01 -8.48
H -0.51 -3.49 -7.77
H 2.07 -4.65 -7.78
H 0.88 -5.22 -8.94
H 2.43 -4.72 -9.42
H 1.00 -3.50 -11.24
H -0.52 -3.49 -10.47
H 0.13 -1.98 -10.85
H 3.10 -1.55 -10.73
C 3.95 9.73 -3.63
C 3.48 8.26 -3.98
C 4.32 7.70 -5.08
C 3.66 7.52 -2.61
C 2.78 6.24 -2.57
C 1.30 6.63 -2.81
C 1.09 7.31 -4.18
C 1.08 6.30 -5.29
C -0.28 7.88 -4.10
N 2.08 8.40 -4.35
O 1.87 9.17 -5.48
H 3.36 10.11 -2.79
H 5.02 9.84 -3.45
H 3.85 10.43 -4.46
H 5.32 7.38 -4.78
H 3.82 6.79 -5.40
H 4.50 8.37 -5.92
H 4.66 7.10 -2.50
H 3.40 8.16 -1.77
H 3.20 5.39 -3.11
H 2.81 5.77 -1.59
H 1.11 7.25 -1.93
H 0.70 5.73 -2.69
H 0.10 5.89 -5.52
H 1.62 5.39 -5.01
H 1.43 6.68 -6.25
H -0.51 8.40 -5.03
H -0.30 8.73 -3.43
H -1.01 7.12 -3.80
H 1.43 9.96 -5.17
C 5.66 -0.07 3.37
O 5.17 -1.08 2.49
C 5.70 -2.38 2.80
C 5.32 -3.45 1.73
C 6.00 -4.83 2.07
N 5.79 -2.94 0.45
H 5.75 -0.32 4.43
H 4.96 0.76 3.30
H 6.63 0.27 3.00
H 6.78 -2.34 2.94
H 5.22 -2.75 3.70
H 4.26 -3.70 1.78
H 7.06 -4.78 2.29
H 5.72 -5.46 1.23
H 5.58 -5.28 2.97
H 6.67 -2.45 0.53
H 5.13 -2.20 0.29
C 0.46 -1.19 0.55
C 0.91 0.10 -0.12
O 2.28 0.08 -0.38
H 1.10 -1.55 1.36
H 0.26 -1.96 -0.20
H -0.49 -1.04 1.05
H 0.60 0.90 0.56
H 0.40 0.30 -1.06
H 2.68 -0.13 0.46
```

Values from the calculation:
LUMO level   0.1 eV
SMILES   CC1(C)CCCC(C)(C)N1O.CC1(C)CCCC(C)(C)N1O.CC1(C)CCCC(C)(C)N1O.CC1(C)CCCC(C)(C)N1O.CC1(C)CCCC(C)(C)N1O.COC[C@H](C)N.CCO
HOMO-LUMO gap   8.20 eV
E_HOMO   -8.07 eV
Energy relative to the best compared isomer or geometry (same formula, charge and spin)   0.0 kcal per mole
Energy   -77965.8683 eV

These are the Mulliken partial charges, in e, on atoms 1 to 5: atom 1 (C): -2.00, atom 2 (C): 1.69, atom 3 (C): -1.71, atom 4 (C): -1.33, atom 5 (C): -0.61